Record 1
# CH12BF4FeO5

A structure of composition CH12BF4FeO5 at a distorted geometry (ωB97M-V with the def2-TZVPD basis set, the Open Molecules 2025 dataset).

Structure (XYZ):
```
24
Properties=species:S:1:pos:R:3:mulliken_charge:R:1
Fe 1.301 -16.731 16.931 1.169
B 2.451 -17.770 19.705 0.409
F 1.363 -17.557 18.751 -0.142
F 1.958 -18.401 20.794 -0.283
F 3.439 -18.492 19.034 -0.367
F 2.913 -16.467 19.976 -0.426
C 3.607 -14.526 16.722 -0.726
O 2.829 -15.389 17.573 -0.187
H 3.167 -13.527 16.656 0.290
H 4.613 -14.400 17.116 0.320
H 3.620 -14.936 15.716 0.248
H 3.069 -15.221 18.496 0.283
O -0.086 -15.424 17.800 -0.474
H -0.938 -15.232 17.392 0.289
H -0.053 -14.883 18.598 0.285
O 2.798 -18.056 16.283 -0.390
H 2.692 -18.890 15.815 0.252
H 3.749 -17.930 16.383 0.273
O -0.221 -18.189 16.549 -0.476
H -1.087 -17.974 16.915 0.290
H -0.367 -18.971 16.006 0.280
O 1.013 -15.943 14.979 -0.478
H 0.391 -15.275 14.669 0.266
H 1.372 -16.356 14.185 0.293
```

net charge: +1
HOMO energy (alpha / beta): -14.8 / -13.3 eV
Kohn-Sham gap (alpha / beta): 10.778 / 9.294 eV
ΔE to the lowest compared entry with this formula, charge and spin: 3.6 kcal/mol
2S+1: 5


Record 2
# C18H22ClN3O3S2

An isolated molecule of C18H22ClN3O3S2 (ωB97M-V with the def2-TZVPD basis set, the Open Molecules 2025 dataset).

Structure (XYZ):
```
49
Properties=species:S:1:pos:R:3:mulliken_charge:R:1
O 1.769 0.981 -3.139 -0.726
C 0.708 1.443 -2.741 0.247
N -0.380 0.668 -2.576 0.300
C -1.620 1.128 -1.985 -0.505
H -1.971 2.022 -2.509 0.528
H -1.455 1.377 -0.928 0.211
C -2.696 0.046 -2.090 -1.224
N -2.282 -1.163 -1.419 0.302
C -3.111 -1.856 -0.579 1.041
C -4.507 -1.769 -0.691 -0.785
C -5.332 -2.493 0.145 -0.540
C -4.814 -3.339 1.111 -0.643
C -3.437 -3.435 1.214 0.042
C -2.587 -2.715 0.398 -0.488
H -1.524 -2.809 0.538 0.466
Cl -2.748 -4.481 2.410 -0.238
H -5.457 -3.910 1.760 0.422
H -6.403 -2.406 0.036 0.370
H -4.954 -1.149 -1.452 0.390
C -0.861 -1.446 -1.469 -0.858
H -0.334 -1.085 -0.575 0.455
C -0.244 -0.772 -2.686 -1.283
H -0.724 -1.123 -3.607 0.298
H 0.823 -0.998 -2.733 0.528
H -0.715 -2.527 -1.550 0.707
H -3.602 0.432 -1.621 0.629
H -2.914 -0.150 -3.150 0.169
C 0.533 2.930 -2.472 -0.451
C 1.887 3.629 -2.351 -0.980
C 2.546 3.372 -0.994 -0.889
N 2.789 1.970 -0.720 -0.237
S 1.717 1.185 0.264 1.548
O 1.725 -0.208 -0.068 -0.752
O 0.441 1.850 0.346 -0.713
C 2.502 1.397 1.833 -0.113
C 2.068 2.129 2.895 -0.374
C 2.972 2.087 3.978 -0.547
C 4.066 1.326 3.706 -0.498
S 4.015 0.644 2.127 -0.097
H 4.902 1.123 4.345 0.429
H 2.811 2.596 4.910 0.400
H 1.136 2.662 2.887 0.507
H 2.973 1.431 -1.560 0.422
H 3.506 3.898 -0.945 0.393
H 1.905 3.739 -0.187 0.400
H 2.546 3.264 -3.141 0.339
H 1.760 4.706 -2.472 0.427
H -0.035 3.074 -1.554 0.455
H -0.032 3.356 -3.306 0.518
```

SMILES string: O=C(CCCNS(=O)(=O)c1cccs1)N1CCN(c2cccc(Cl)c2)CC1
net charge: 0
HOMO energy: -7.7 eV
Kohn-Sham gap: 8.219 eV


Record 3
# C17H26F4O12P

A cluster of 5 separate species, C17H26F4O12P in total (ωB97M-V with the def2-TZVPD basis set, the Open Molecules 2025 dataset).

Structure (XYZ):
```
60
Properties=species:S:1:pos:R:3:mulliken_charge:R:1
C 0.485 -6.256 2.007 -1.751
C 0.154 -4.747 1.932 0.829
C 0.289 -4.210 0.507 -1.240
C -1.172 -4.376 2.629 -0.815
C -2.417 -4.298 1.738 -0.487
P -2.838 -5.833 0.874 0.115
H 0.277 -6.773 1.072 0.431
H 1.544 -6.367 2.205 0.408
H -0.046 -6.746 2.819 0.358
H 0.924 -4.258 2.518 0.307
H -0.602 -4.319 -0.107 0.304
H 0.631 -3.184 0.540 0.160
H 1.071 -4.778 0.010 0.456
H -1.370 -5.067 3.445 0.471
H -1.066 -3.394 3.078 0.253
H -2.325 -3.504 1.004 0.064
H -3.283 -4.049 2.347 0.631
H -3.151 -5.592 -0.464 0.187
H -1.866 -6.827 0.960 0.149
H -4.001 -6.381 1.418 0.189
C -1.548 1.037 0.748 -0.194
C -2.025 -0.264 0.146 0.320
O -1.023 -1.187 0.579 -0.316
C -0.512 -0.702 1.747 0.633
O 0.153 -1.342 2.499 -0.564
O -0.874 0.573 1.936 -0.283
F -2.044 -0.242 -1.201 -0.278
H -0.838 1.548 0.094 0.102
H -2.352 1.718 1.006 0.391
H -3.000 -0.601 0.506 0.276
C 1.106 1.960 4.312 -0.180
C 2.377 2.754 4.108 0.255
O 2.114 3.428 2.886 -0.302
C 0.766 3.584 2.787 0.689
O 0.206 4.264 1.996 -0.533
O 0.132 2.802 3.687 -0.288
F 3.457 1.955 3.950 -0.291
H 1.154 1.003 3.790 0.083
H 0.854 1.791 5.355 0.266
H 2.590 3.487 4.888 0.294
C -0.900 5.731 -1.931 -0.481
C 0.424 5.585 -2.643 0.575
O 0.920 4.365 -2.102 -0.277
C -0.149 3.615 -1.749 0.779
O -0.106 2.451 -1.497 -0.727
O -1.272 4.361 -1.720 -0.343
F 1.281 6.588 -2.335 -0.330
H -0.783 6.230 -0.968 0.283
H -1.653 6.246 -2.521 0.281
H 0.348 5.492 -3.726 0.145
C 2.734 2.165 -4.865 -0.388
C 2.182 1.570 -6.140 0.277
O 0.885 2.142 -6.205 -0.319
C 0.927 3.327 -5.544 0.715
O 0.089 4.166 -5.604 -0.536
O 2.057 3.425 -4.810 -0.271
F 2.074 0.223 -6.074 -0.288
H 2.460 1.569 -3.994 0.249
H 3.811 2.307 -4.884 0.270
H 2.735 1.836 -7.042 0.289
```

net charge: +1
HOMO energy: -13.0 eV
Kohn-Sham gap: 9.930 eV
ΔE to the lowest compared entry with this formula, charge and spin: 5.3 kcal/mol


Repeat the third record exactly.
# C17H26F4O12P

A cluster of 5 separate species, C17H26F4O12P in total (ωB97M-V with the def2-TZVPD basis set, the Open Molecules 2025 dataset).

Structure (XYZ):
```
60
Properties=species:S:1:pos:R:3:mulliken_charge:R:1
C 0.485 -6.256 2.007 -1.751
C 0.154 -4.747 1.932 0.829
C 0.289 -4.210 0.507 -1.240
C -1.172 -4.376 2.629 -0.815
C -2.417 -4.298 1.738 -0.487
P -2.838 -5.833 0.874 0.115
H 0.277 -6.773 1.072 0.431
H 1.544 -6.367 2.205 0.408
H -0.046 -6.746 2.819 0.358
H 0.924 -4.258 2.518 0.307
H -0.602 -4.319 -0.107 0.304
H 0.631 -3.184 0.540 0.160
H 1.071 -4.778 0.010 0.456
H -1.370 -5.067 3.445 0.471
H -1.066 -3.394 3.078 0.253
H -2.325 -3.504 1.004 0.064
H -3.283 -4.049 2.347 0.631
H -3.151 -5.592 -0.464 0.187
H -1.866 -6.827 0.960 0.149
H -4.001 -6.381 1.418 0.189
C -1.548 1.037 0.748 -0.194
C -2.025 -0.264 0.146 0.320
O -1.023 -1.187 0.579 -0.316
C -0.512 -0.702 1.747 0.633
O 0.153 -1.342 2.499 -0.564
O -0.874 0.573 1.936 -0.283
F -2.044 -0.242 -1.201 -0.278
H -0.838 1.548 0.094 0.102
H -2.352 1.718 1.006 0.391
H -3.000 -0.601 0.506 0.276
C 1.106 1.960 4.312 -0.180
C 2.377 2.754 4.108 0.255
O 2.114 3.428 2.886 -0.302
C 0.766 3.584 2.787 0.689
O 0.206 4.264 1.996 -0.533
O 0.132 2.802 3.687 -0.288
F 3.457 1.955 3.950 -0.291
H 1.154 1.003 3.790 0.083
H 0.854 1.791 5.355 0.266
H 2.590 3.487 4.888 0.294
C -0.900 5.731 -1.931 -0.481
C 0.424 5.585 -2.643 0.575
O 0.920 4.365 -2.102 -0.277
C -0.149 3.615 -1.749 0.779
O -0.106 2.451 -1.497 -0.727
O -1.272 4.361 -1.720 -0.343
F 1.281 6.588 -2.335 -0.330
H -0.783 6.230 -0.968 0.283
H -1.653 6.246 -2.521 0.281
H 0.348 5.492 -3.726 0.145
C 2.734 2.165 -4.865 -0.388
C 2.182 1.570 -6.140 0.277
O 0.885 2.142 -6.205 -0.319
C 0.927 3.327 -5.544 0.715
O 0.089 4.166 -5.604 -0.536
O 2.057 3.425 -4.810 -0.271
F 2.074 0.223 -6.074 -0.288
H 2.460 1.569 -3.994 0.249
H 3.811 2.307 -4.884 0.270
H 2.735 1.836 -7.042 0.289
```

net charge: +1
HOMO energy: -13.0 eV
Kohn-Sham gap: 9.930 eV
ΔE to the lowest compared entry with this formula, charge and spin: 5.3 kcal/mol


> Among the records above, which one has the lowest net charge?

C18H22ClN3O3S2